1.
DFT (ωB97M-V/def2-TZVPD) results for a cluster of 2 separate species, C8H17N2P in total.

Geometry as XYZ:
```
28
Properties=species:S:1:pos:R:3:forces:R:3
C 1.071 0.300 2.083 0.8 -0.6 2.3
C 0.696 0.731 0.895 -2.5 -1.5 -0.9
C 1.366 1.726 0.188 2.3 3.8 -0.8
N 1.917 2.657 -0.252 -0.9 -1.9 0.5
N -0.404 0.159 0.198 0.8 0.8 0.5
C -0.530 -1.245 0.244 -0.9 -1.4 0.7
C -1.824 -1.686 1.012 1.3 -2.4 1.2
C -1.176 0.870 -0.835 0.2 -2.0 -0.2
C -0.316 0.660 -2.150 -2.4 2.0 0.0
C -1.596 2.211 -0.396 3.6 2.1 -3.2
H 1.917 0.683 2.679 -0.4 0.0 -0.9
H 0.529 -0.507 2.606 0.1 0.6 -0.5
H 0.453 -1.723 0.577 -1.7 0.6 0.0
H -0.716 -1.688 -0.746 0.3 0.3 -0.1
H -1.656 -2.795 1.202 -0.4 1.1 0.1
H -2.151 -1.229 1.963 1.0 0.1 -0.3
H -2.715 -1.686 0.440 -0.7 0.3 -1.2
H -2.195 0.322 -0.946 1.9 0.3 0.0
H 0.652 1.105 -2.172 0.7 0.5 0.6
H -0.217 -0.373 -2.124 0.4 -1.9 -0.8
H -0.796 1.019 -3.083 -0.1 -0.4 0.5
H -0.753 2.955 -0.430 -0.4 -0.7 -0.1
H -1.986 2.385 0.509 -1.8 -0.3 3.4
H -2.222 2.550 -1.165 -1.3 0.8 -0.9
P 2.918 -2.226 -0.295 -0.4 -0.3 -1.9
H 2.579 -1.886 0.972 0.2 0.3 1.4
H 4.311 -2.418 -0.203 0.0 0.5 0.3
H 2.844 -0.872 -0.770 0.4 -0.5 0.2
```
Forces are in eV/Å.

Gap between HOMO and LUMO in eV: 8.88
Energy above the lowest of the compared OMol25 structures with the same formula, charge and spin in kcal per mole: 46.33
Charge: 0
LUMO energy in eV: 0.57
SMILES: C=C(C#N)N(CC)C(C)C.P

Atom charges from the Mulliken analysis, given in e for atoms 1 to 6: number 1, C, carries -1.155; number 2, C, carries 1.068; number 3, C, carries -0.208; number 4, N, carries -0.554; number 5, N, carries 0.487; number 6, C, carries -0.391

---

2.
DFT (ωB97M-V/def2-TZVPD) results for a cluster of 2 separate species, C8H17N4O2S in total.

Geometry as XYZ:
```
32
Properties=species:S:1:pos:R:3:forces:R:3
C 0.292 0.739 -1.410 0.4 3.2 -3.7
C -0.307 0.832 -0.138 -1.1 0.3 0.8
C 1.206 -1.501 -1.381 1.7 -2.0 -1.9
C 1.596 -2.596 0.807 -1.3 -0.9 -0.8
C -0.187 1.646 2.183 -0.7 2.1 -1.8
C 1.872 1.330 0.927 0.6 -1.3 0.6
C -2.466 0.833 -1.252 -1.6 -2.7 -0.7
C -2.376 0.016 1.069 1.9 -1.7 0.5
N 0.836 -2.446 -0.502 0.6 1.0 2.6
N 0.538 1.303 -2.447 -1.0 -1.9 6.3
N 0.415 1.279 0.890 -1.4 -1.0 -0.6
N -1.630 0.519 -0.096 -0.6 1.5 0.6
O 2.247 -0.840 -1.393 -1.3 -0.7 1.0
O 0.979 1.821 -3.368 0.6 0.8 -2.7
S 0.258 -1.704 -2.927 -2.0 -0.7 1.1
H 1.968 -1.671 1.255 -0.4 -0.1 -0.4
H 0.937 -3.159 1.499 0.4 0.6 -0.3
H 2.423 -3.239 0.578 0.7 -0.2 0.1
H 0.141 1.014 2.955 0.1 -1.0 1.1
H 0.223 2.635 2.324 0.2 0.3 0.6
H -1.279 1.840 2.113 0.9 -0.5 0.1
H 2.399 1.025 -0.021 -0.9 0.5 0.9
H 2.127 2.334 1.304 0.3 -0.5 -0.3
H 2.103 0.545 1.720 0.4 1.1 -0.9
H -2.429 -0.105 -1.886 -0.2 1.3 0.1
H -3.554 0.916 -0.947 1.4 0.0 0.0
H -2.223 1.708 -1.821 0.5 0.4 -0.1
H -3.112 0.614 1.580 -0.3 0.9 -0.5
H -2.844 -0.980 0.827 0.6 1.0 0.1
H -1.558 -0.103 1.797 -0.8 -0.8 0.1
H 0.077 -3.105 -0.668 0.4 0.6 -0.2
H 1.328 -1.498 -3.570 1.9 0.5 -1.5
```
Forces are in eV/Å.

Gap between HOMO and LUMO in eV: 8.35
Energy above the lowest of the compared OMol25 structures with the same formula, charge and spin in kcal per mole: 59.27
Charge: +1
LUMO energy in eV: -4.06

Atom charges from the Mulliken analysis, given in e for atoms 1 to 6: number 1, C, carries -0.877; number 2, C, carries 1.385; number 3, C, carries 0.542; number 4, C, carries -0.716; number 5, C, carries -1.304; number 6, C, carries -0.781

---

3.
DFT (ωB97M-V/def2-TZVPD) results for an isolated molecule of C8H17N4PS.

Geometry as XYZ:
```
31
Properties=species:S:1:pos:R:3:forces:R:3
C 1.882 2.319 -0.977 0.0 -0.2 0.1
C 1.240 1.161 -0.221 -0.1 0.2 0.0
C 0.466 0.226 -1.147 -0.5 -0.4 0.3
C 1.354 -0.685 -1.983 -0.1 0.0 -0.1
P -0.763 -0.799 -0.196 0.7 0.4 0.2
S -1.789 -2.021 -1.357 0.2 -0.2 -0.1
C 0.176 -1.672 1.126 -0.3 0.1 -0.5
C -0.773 -2.531 1.949 0.0 0.0 0.0
N -1.613 0.317 0.682 -0.1 -0.2 -0.1
C -2.842 0.671 0.521 0.6 0.3 0.6
N -3.362 1.614 1.330 -0.4 0.1 -0.1
N -3.678 0.159 -0.438 0.7 -0.6 -0.3
C -4.925 0.538 -0.608 -0.3 0.2 0.0
N -6.006 0.899 -0.742 -0.6 0.2 0.0
H 2.603 1.956 -1.705 0.1 0.0 -0.1
H 1.126 2.901 -1.500 -0.1 0.1 -0.1
H 2.402 2.977 -0.284 0.1 0.1 0.0
H 0.551 1.559 0.529 0.1 0.0 0.0
H 2.016 0.595 0.298 0.0 0.0 0.1
H -0.164 0.826 -1.820 0.0 -0.1 0.1
H 2.058 -1.224 -1.351 0.1 -0.1 0.0
H 0.745 -1.411 -2.520 0.1 0.0 -0.1
H 1.918 -0.110 -2.714 0.1 0.0 0.0
H 0.936 -2.291 0.642 0.0 0.1 0.0
H 0.663 -0.919 1.747 0.0 0.1 -0.1
H -1.518 -1.904 2.436 -0.1 0.0 0.1
H -1.291 -3.240 1.305 0.0 0.0 0.0
H -0.229 -3.085 2.711 0.0 0.0 0.1
H -2.788 1.997 2.059 0.0 -0.1 -0.1
H -4.328 1.882 1.251 0.0 0.1 0.1
H -3.277 -0.636 -0.982 -0.1 0.1 0.1
```
Forces are in eV/Å.

Gap between HOMO and LUMO in eV: 9.45
Energy above the lowest of the compared OMol25 structures with the same formula, charge and spin in kcal per mole: 0.00
Charge: 0
LUMO energy in eV: 0.62
SMILES: CC[C@@H](C)[P@@](=S)(CC)/N=C(/N)NC#N

Atom charges from the Mulliken analysis, given in e for atoms 1 to 6: number 1, C, carries -1.377; number 2, C, carries -0.588; number 3, C, carries 0.390; number 4, C, carries -1.587; number 5, P, carries 0.662; number 6, S, carries -0.615

---

4.
DFT (ωB97M-V/def2-TZVPD) results for a cluster of 2 separate species, C8H17NO in total.

Geometry as XYZ:
```
27
Properties=species:S:1:pos:R:3:forces:R:3
C 0.157 -0.065 0.969 1.3 0.4 0.4
C 2.118 -0.797 1.191 1.3 -0.7 0.0
C -0.581 -1.333 1.330 0.4 0.1 -0.3
C -0.092 1.106 1.883 0.5 -0.3 0.1
C 1.302 0.137 -0.057 -2.9 0.1 -0.1
O 1.723 1.315 -0.244 0.4 -0.9 0.3
H -0.846 0.324 -0.176 -1.2 0.2 -3.0
H 2.225 -0.474 2.226 -0.7 0.0 0.1
H 1.964 -1.881 1.090 -0.2 0.4 0.2
H 3.137 -0.618 0.836 -0.2 0.2 -0.5
H -0.289 -1.642 2.333 0.0 -0.1 0.1
H -1.660 -1.154 1.356 0.1 0.2 -0.1
H -0.392 -2.141 0.625 0.0 0.0 0.1
H 0.476 0.973 2.809 -0.1 0.1 0.0
H 0.255 2.023 1.408 0.0 0.0 -0.1
H -1.145 1.169 2.159 0.0 -0.1 -0.1
C -0.912 1.684 -1.967 0.0 -0.1 -0.5
C -1.240 0.380 -1.332 -0.4 0.4 2.7
N 0.977 -0.639 -1.246 1.4 0.3 0.9
C -2.090 -0.549 -1.735 -0.1 0.2 -0.3
H 0.737 -1.619 -1.176 0.3 0.2 -0.1
H 1.544 -0.355 -2.032 0.1 -0.3 0.1
H 0.155 1.891 -1.904 0.0 0.0 0.1
H -1.215 1.677 -3.016 -0.1 0.1 0.0
H -1.433 2.494 -1.452 0.0 0.0 0.0
H -2.290 -1.457 -1.188 0.0 0.0 0.2
H -2.584 -0.449 -2.692 0.0 0.0 -0.2
```
Forces are in eV/Å.

Gap between HOMO and LUMO in eV: 8.08
Energy above the lowest of the compared OMol25 structures with the same formula, charge and spin in kcal per mole: 136.42
Charge: 0
LUMO energy in eV: -0.01

Atom charges from the Mulliken analysis, given in e for atoms 1 to 6: number 1, C, carries 1.045; number 2, C, carries -1.430; number 3, C, carries -1.717; number 4, C, carries -1.520; number 5, C, carries 0.807; number 6, O, carries -0.792

---

5.
DFT (ωB97M-V/def2-TZVPD) results for a structure of composition C8H17NO.

Geometry as XYZ:
```
27
Properties=species:S:1:pos:R:3:forces:R:3
C -0.305 0.550 0.421 0.7 0.0 -1.1
C 1.181 0.691 -1.708 -0.1 0.2 -0.3
C 0.636 1.293 1.345 -0.2 0.0 0.0
C 2.503 0.077 -1.355 0.0 0.3 0.2
C -0.186 -1.367 2.131 0.0 0.0 -0.1
C -1.915 -1.362 -1.375 0.1 0.0 -0.1
C -0.680 -0.850 0.802 -0.1 -0.3 0.0
N -1.398 1.389 -0.027 -0.2 0.2 0.2
C -1.368 -1.662 -0.013 0.0 0.2 0.1
O 1.295 2.035 -1.700 0.1 -0.1 0.4
H 0.402 2.409 -1.755 0.1 -0.2 -0.4
H 0.288 0.356 -0.718 -0.7 0.0 1.3
H -1.381 2.321 0.373 0.1 -0.1 0.1
H -2.306 0.988 0.167 0.0 -0.1 -0.1
H -1.554 -2.674 0.334 0.0 0.0 0.1
H 0.156 1.530 2.300 0.0 -0.1 0.0
H 0.929 2.242 0.889 0.1 0.0 -0.1
H 1.540 0.722 1.548 0.1 0.0 0.0
H 2.344 -0.909 -0.918 0.0 0.0 -0.1
H 3.063 -0.040 -2.287 0.0 0.0 0.0
H 3.092 0.688 -0.659 0.1 0.0 -0.1
H 0.905 -1.392 2.168 0.0 0.0 0.0
H -0.541 -2.382 2.305 0.0 0.0 0.0
H -0.524 -0.735 2.955 0.0 0.0 0.0
H -1.566 -0.415 -1.777 0.0 0.1 0.1
H -1.600 -2.137 -2.077 -0.1 0.0 0.0
H -3.010 -1.367 -1.369 0.0 0.0 0.0
```
Forces are in eV/Å.

Gap between HOMO and LUMO in eV: 7.77
Energy above the lowest of the compared OMol25 structures with the same formula, charge and spin in kcal per mole: 109.03
Charge: 0
LUMO energy in eV: 0.79

Atom charges from the Mulliken analysis, given in e for atoms 1 to 6: number 1, C, carries 1.698; number 2, C, carries -0.516; number 3, C, carries -1.831; number 4, C, carries -1.040; number 5, C, carries -1.584; number 6, C, carries -1.395

---

6.
DFT (ωB97M-V/def2-TZVPD) results for an isolated molecule of C8H17NO4S.

Geometry as XYZ:
```
31
Properties=species:S:1:pos:R:3:forces:R:3
C -2.680 -0.053 2.935 -0.1 0.1 0.2
C -2.591 0.066 1.625 0.1 -0.1 -0.2
C -1.539 -0.583 0.781 0.0 0.2 0.1
C -0.679 0.502 0.123 0.0 -0.3 0.1
C 0.487 0.027 -0.773 -0.3 0.1 -0.2
C 0.027 -1.021 -1.794 0.3 0.1 0.3
C 1.028 1.257 -1.510 -0.1 -0.2 0.1
C 1.582 -0.587 0.077 3.8 -0.3 -2.1
N 2.952 -1.026 -0.850 -3.3 0.5 1.5
O 1.218 -1.658 0.805 -0.3 -0.5 0.3
S 2.406 0.540 1.290 0.9 1.1 0.6
O 1.602 1.540 1.928 -0.1 0.0 -0.1
O 3.136 -0.368 2.135 0.0 -0.1 -0.1
O 3.495 1.362 0.395 -0.4 -1.1 -0.1
H -3.449 0.443 3.503 -0.2 0.1 0.1
H -1.984 -0.653 3.496 0.2 -0.2 0.1
H -3.298 0.685 1.085 -0.2 0.1 0.0
H -0.922 -1.236 1.396 -0.1 0.0 0.0
H -2.025 -1.185 0.010 0.0 -0.1 0.0
H -1.334 1.116 -0.500 0.0 0.1 0.0
H -0.273 1.142 0.906 -0.2 0.1 -0.1
H -0.316 -1.914 -1.285 -0.1 -0.2 0.0
H -0.778 -0.616 -2.400 -0.1 0.1 -0.1
H 0.860 -1.294 -2.434 0.0 -0.1 -0.1
H 1.431 1.979 -0.808 0.0 0.2 0.0
H 1.796 0.976 -2.222 0.2 0.0 -0.1
H 0.221 1.731 -2.062 -0.1 0.0 0.0
H 3.606 -1.354 -0.146 0.1 0.0 0.0
H 3.319 -0.161 -1.220 0.2 0.1 -0.1
H 1.923 -1.855 1.449 -0.1 0.0 -0.1
H 3.656 2.221 0.789 -0.2 0.4 0.4
```
Forces are in eV/Å.

Gap between HOMO and LUMO in eV: 9.97
Energy above the lowest of the compared OMol25 structures with the same formula, charge and spin in kcal per mole: 0.00
Charge: 0
LUMO energy in eV: 0.41
SMILES: C=CCCC(C)(C)[C@](N)(O)S(=O)(=O)O

Atom charges from the Mulliken analysis, given in e for atoms 1 to 6: number 1, C, carries -0.796; number 2, C, carries -0.224; number 3, C, carries -0.279; number 4, C, carries -1.303; number 5, C, carries 2.150; number 6, C, carries -2.218